Density functional theory data (ωB97M-V with the def2-TZVPD basis set) for 4 unconnected molecules or ions with the total composition C6H20O3.

The geometry in XYZ format:
```
29
C6H20O3 | the OMol25 dataset | ωB97M-V with the def2-TZVPD basis set
C 1.017 1.195 -1.134
C -0.516 1.031 -1.280
C -0.968 0.000 -0.200
C -0.724 -1.427 -0.689
C -0.767 -2.413 0.502
C -1.792 -1.802 -1.831
H 1.462 0.188 -1.033
H 1.422 1.699 -2.081
H 1.314 1.709 -0.252
H -0.814 0.638 -2.267
H -1.039 1.989 -1.097
H -2.036 0.208 0.106
H -0.366 0.109 0.737
H 0.233 -1.449 -1.187
H 0.127 -1.972 1.173
H -0.446 -3.420 0.121
H -1.800 -2.528 0.896
H -2.341 -0.823 -2.090
H -1.313 -2.136 -2.695
H -2.507 -2.547 -1.500
O 2.985 -0.545 0.618
H 3.339 -1.336 0.868
H 3.547 0.017 0.188
O 1.104 1.111 1.965
H 1.480 0.216 1.845
H 1.406 1.664 1.329
O -1.229 2.443 1.351
H -1.504 2.195 2.203
H -0.541 2.003 1.049
```

## Properties
lowest unoccupied orbital energy	0.33	eV
calculated total energy	-466.24590	Ha
E_HOMO	-10.41	eV
HOMO-LUMO gap	10.75	eV
energy above the lowest of the compared OMol25 structures with the same formula, charge and spin	1.360	eV



Density functional theory data (ωB97M-V with the def2-TZVPD basis set) for 6 unconnected molecules or ions with the total composition C6H20O5.

The geometry in XYZ format:
```
31
C6H20O5 | the OMol25 dataset | ωB97M-V with the def2-TZVPD basis set
C -0.357 0.319 2.843
C 0.960 0.375 2.683
C 1.546 -0.402 1.585
C 1.605 -1.768 1.352
C 1.711 -2.263 -0.050
C 0.386 -1.798 -0.673
H -1.029 0.990 3.441
H -1.026 -0.406 2.388
H 1.625 0.758 3.343
H 1.876 0.185 0.801
H 1.214 -2.497 2.088
H 2.597 -1.803 -0.601
H 1.749 -3.303 -0.119
H -0.050 -0.794 -0.491
H -0.447 -2.439 -0.567
H 0.586 -1.900 -1.757
O -1.775 -0.319 -2.098
H -1.830 0.536 -1.881
H -2.563 -0.600 -2.687
O -2.460 2.192 -1.681
H -1.647 2.730 -1.884
H -2.402 1.696 -0.767
O -0.066 2.440 -0.363
H -0.690 1.795 -0.062
H -0.139 3.113 0.262
O -1.835 0.387 0.545
H -1.921 -0.271 1.217
H -1.831 -0.254 -0.269
O 1.843 0.753 -2.261
H 1.984 1.484 -2.887
H 2.387 1.066 -1.447
```

## Properties
lowest unoccupied orbital energy	0.54	eV
calculated total energy	-616.65654	Ha
E_HOMO	-8.65	eV
HOMO-LUMO gap	9.19	eV
energy above the lowest of the compared OMol25 structures with the same formula, charge and spin	4.174	eV



Density functional theory data (ωB97M-V with the def2-TZVPD basis set) for 6 unconnected molecules or ions with the total composition C6H20O6.

The geometry in XYZ format:
```
32
C6H20O6 | the OMol25 dataset | ωB97M-V with the def2-TZVPD basis set
C 1.053 2.707 -0.644
C 1.590 2.215 0.727
C -0.823 -1.950 1.604
C -0.874 -0.622 1.590
O -1.923 0.136 1.968
C 0.098 0.149 0.844
C 0.620 1.256 1.388
H 0.692 1.879 -1.264
H 0.384 3.530 -0.571
H 1.882 3.084 -1.286
H 1.697 3.090 1.340
H 2.538 1.751 0.634
H -1.327 -2.730 2.169
H -0.074 -2.523 1.045
H -2.037 0.196 2.975
H 0.503 -0.299 -0.028
H 0.181 1.639 2.285
H 1.977 -1.498 -1.762
H 0.737 -1.569 -2.578
O 1.332 -0.895 -2.173
H -3.298 -0.560 0.100
H -2.612 -0.257 -1.092
O -2.781 -1.056 -0.565
H 1.986 -0.902 1.534
H 2.828 -0.304 2.562
O 2.667 -1.185 2.187
H -0.749 1.120 -2.579
H -1.350 -0.197 -2.964
O -1.563 0.621 -2.520
H -0.918 -2.881 -1.206
H -1.410 -1.546 -1.690
O -1.028 -2.399 -2.028
```

## Properties
net charge	-1
lowest unoccupied orbital energy (alpha / beta)	3.16 / 3.05	eV
spin multiplicity	2
calculated total energy	-691.93848	Ha
E_HOMO (alpha / beta)	0.47 / -3.88	eV
<S²>	0.7564
HOMO-LUMO gap (alpha / beta)	2.69 / 6.92	eV
energy above the lowest of the compared OMol25 structures with the same formula, charge and spin	0.688	eV



Density functional theory data (ωB97M-V with the def2-TZVPD basis set) for a molecular structure, C6H21BNO4V.

The geometry in XYZ format:
```
34
C6H21BNO4V | the OMol25 dataset | ωB97M-V with the def2-TZVPD basis set
O -0.492 -0.126 -1.870
V -0.474 -0.803 -0.411
B -0.204 -1.063 1.980
H -0.462 -0.204 2.580
H 0.208 -1.904 2.515
H -1.024 -1.410 1.371
H 0.587 -0.760 1.311
C -3.269 -2.464 0.104
O -2.524 -1.564 -0.670
H -3.849 -3.210 -0.439
H -2.572 -3.046 0.706
H -3.941 -1.933 0.778
C 0.986 -3.405 -1.785
O 1.093 -2.307 -0.987
H 0.324 -4.135 -1.319
H 0.626 -3.170 -2.786
H 1.902 -3.966 -1.969
C -0.338 3.672 0.915
C -0.090 2.410 0.137
C 1.414 1.957 0.268
O 1.673 0.663 -0.333
C 2.740 0.819 -1.283
N -1.082 1.300 0.465
H -1.353 4.045 0.779
H 0.362 4.428 0.559
H -0.012 3.611 1.954
H -0.137 2.685 -0.917
H 1.617 2.031 1.336
H 2.085 2.749 -0.064
H 2.495 1.431 -2.151
H 2.836 -0.176 -1.718
H 3.707 1.109 -0.872
H -0.807 1.075 1.410
H -2.023 1.663 0.408
```

## Properties
lowest unoccupied orbital energy (alpha / beta)	0.06 / -3.31	eV
spin multiplicity	3
calculated total energy	-1565.54227	Ha
E_HOMO (alpha / beta)	-8.16 / -8.17	eV
<S²>	2.0261
HOMO-LUMO gap (alpha / beta)	8.22 / 4.86	eV



Density functional theory data (ωB97M-V with the def2-TZVPD basis set) for 3 unconnected molecules or ions with the total composition C6H21N2O2.

The geometry in XYZ format:
```
31
C6H21N2O2 | the OMol25 dataset | ωB97M-V with the def2-TZVPD basis set
N 1.547 -1.927 0.693
C 1.476 -2.101 -0.782
C 0.516 -1.043 -1.505
N -0.485 -0.641 -0.551
C -0.599 2.315 2.005
C -0.603 0.905 1.413
C -0.524 0.807 -0.136
C -1.814 1.428 -0.617
H 2.162 -2.522 1.256
H 1.916 -0.980 0.815
H 0.598 -1.905 1.064
H 2.426 -1.830 -1.276
H 1.256 -3.149 -0.977
H 1.310 -0.389 -1.932
H 0.088 -1.528 -2.393
H -1.391 -1.053 -0.772
H 0.415 2.669 2.199
H -1.035 2.274 3.023
H -1.192 2.967 1.430
H 0.087 0.172 1.909
H -1.528 0.360 1.698
H 0.403 1.253 -0.554
H -1.680 1.693 -1.684
H -2.079 2.388 -0.193
H -2.717 0.889 -0.388
H 3.780 0.711 -0.520
H 3.956 0.467 0.987
O 3.536 0.104 0.192
H -3.576 -1.544 -1.524
H -3.252 0.002 -1.207
O -2.996 -0.792 -1.674
```

## Properties
net charge	+1
lowest unoccupied orbital energy	-2.88	eV
calculated total energy	-500.91225	Ha
E_HOMO	-12.29	eV
HOMO-LUMO gap	9.41	eV
energy above the lowest of the compared OMol25 structures with the same formula, charge and spin	1.523	eV



Density functional theory data (ωB97M-V with the def2-TZVPD basis set) for 4 unconnected molecules or ions with the total composition C6H21NO3.

The geometry in XYZ format:
```
31
C6H21NO3 | the OMol25 dataset | ωB97M-V with the def2-TZVPD basis set
C -1.940 -2.532 -1.268
C -0.645 -2.275 -0.467
C 0.141 -1.075 -0.983
N 1.046 -0.573 0.053
C 2.057 0.404 -0.364
C 1.561 1.863 -0.358
C 2.021 2.689 0.822
H -1.809 -3.422 -1.885
H -2.765 -2.624 -0.589
H -2.228 -1.742 -1.963
H -0.864 -2.089 0.581
H -0.020 -3.178 -0.465
H -0.576 -0.285 -1.194
H 0.681 -1.269 -1.895
H 1.469 -1.314 0.595
H 2.570 0.210 -1.315
H 2.818 0.310 0.404
H 1.763 2.273 -1.356
H 0.464 1.842 -0.350
H 3.106 2.780 0.826
H 1.675 2.216 1.747
H 1.594 3.692 0.877
O -0.633 -1.139 3.530
H -1.313 -1.652 3.093
H 0.211 -1.228 3.067
O -2.165 1.821 -1.858
H -2.436 1.656 -0.939
H -1.221 2.008 -1.795
O -1.773 0.834 0.889
H -1.971 1.112 1.786
H -0.818 0.684 0.774
```

## Properties
lowest unoccupied orbital energy	0.58	eV
calculated total energy	-521.65694	Ha
E_HOMO	-9.28	eV
HOMO-LUMO gap	9.86	eV
energy above the lowest of the compared OMol25 structures with the same formula, charge and spin	0.252	eV